## i
Here is 2 unconnected molecules or ions with the total composition C5H8NS from the OMol25 dataset. Energies are from the ωB97M-V functional and the def2-TZVPD basis.

Its LUMO energy is -3.870 eV. Its gap between HOMO and LUMO is 8.52 eV. As for the net charge: +1.

Last column: Löwdin charge in e.
Atoms and positions in Å:
C1 -2.621 0.256 -0.679  -0.40
C2 -2.732 0.770 0.489  -0.10
C3 1.069 -0.672 0.072  -0.23
C4 0.992 -2.042 0.164  -0.10
C5 1.573 1.694 -0.123  -0.03
N1 1.596 0.365 0.131  0.09
S1 -1.391 -0.622 0.186  0.92
H1 -3.006 0.138 -1.688  0.10
H2 -3.038 1.389 1.211  0.04
H3 1.902 -2.591 0.474  0.13
H4 0.736 -2.236 -0.877  0.11
H5 0.171 -2.476 0.910  0.13
H6 1.593 1.734 -1.174  0.11
H7 2.360 2.185 0.358  0.09
H8 0.797 2.110 0.545  0.13

## ii
Here is 2 unconnected molecules or ions with the total composition C5H8NS from the OMol25 dataset. Energies are from the ωB97M-V functional and the def2-TZVPD basis.

Its LUMO energy is -5.101 eV. Its gap between HOMO and LUMO is 8.71 eV. As for the net charge: +1.

Last column: Löwdin charge in e.
Atoms and positions in Å:
C1 2.568 -0.412 -1.051  -0.12
C2 1.736 0.244 -0.152  -0.08
C3 1.870 -1.040 -2.083  -0.32
C4 -2.003 0.704 1.922  -0.08
C5 -2.712 0.071 0.993  -0.07
N1 0.441 0.047 -0.508  -0.25
S1 0.214 -0.841 -1.890  1.16
H1 3.681 -0.188 -1.115  0.16
H2 1.825 0.574 0.903  0.17
H3 2.391 -1.466 -3.007  0.14
H4 -2.115 0.418 2.977  0.07
H5 -1.462 1.627 1.724  0.05
H6 -0.192 0.506 0.109  0.07
H7 -2.740 0.366 -0.060  0.05
H8 -3.503 -0.609 1.240  0.05

Quick one: most stable of them? ii